(1)
Molecular formula: C40H100F6N8O12Zn
Method: DFT, ωB97M-V with the def2-TZVPD basis set

Structure (ORCA input):
```
! wB97M-V def2-TZVPD RIJCOSX def2/J DEFGRID3
* xyz 0 1
Zn 1.13015 15.48985 -16.41949
C -3.93213 17.02797 -14.97690
O -3.03133 18.09505 -14.46238
O -2.97131 16.05392 -15.40072
C -5.19149 16.60460 -14.07651
F -4.80880 16.34923 -12.74176
F -6.07395 17.60311 -14.13678
F -5.85986 15.51502 -14.46392
C -3.62655 19.33741 -14.21805
C -2.56238 20.22677 -13.56723
H -2.03940 19.77525 -12.72419
H -1.74725 20.43515 -14.26023
H -2.85201 21.18336 -13.13232
H -4.45804 19.14240 -13.54077
H -3.99776 19.74156 -15.15983
H -4.29281 17.46809 -15.90658
C 6.16546 19.43215 -17.08241
O 6.88181 18.62728 -18.02632
O 4.95578 18.73350 -16.77978
C 7.00980 19.85060 -15.78557
F 8.02806 20.62512 -16.15853
F 6.29683 20.48955 -14.86594
F 7.61404 18.87308 -15.22203
C 7.89546 19.27519 -18.80438
C 8.40477 18.25207 -19.75217
H 7.56668 17.99942 -20.40170
H 9.20151 18.58862 -20.41551
H 8.68981 17.36907 -19.18019
H 8.66299 19.60417 -18.10382
H 7.50966 20.13380 -19.35396
H 5.99604 20.40583 -17.54212
C 10.97045 14.18109 -27.18164
C 10.00476 13.43372 -28.09283
C 8.87700 14.43489 -28.54696
O 8.07099 14.75930 -27.40579
C 7.18664 15.87021 -27.48056
N 10.73166 12.94262 -29.26281
H 11.91456 13.66243 -27.01508
H 10.61303 14.22516 -26.15285
H 11.30808 15.12716 -27.60479
H 9.61633 12.59394 -27.51665
H 8.23617 14.03657 -29.33358
H 9.23619 15.37785 -28.95914
H 7.76280 16.71153 -27.09543
H 6.38438 15.78962 -26.74709
H 6.72151 16.04320 -28.45104
H 11.29781 12.19785 -28.88215
H 11.47712 13.62145 -29.32253
C 0.91566 13.30908 -21.13168
C 1.96815 14.35855 -21.01227
C 1.44885 15.80074 -21.35101
O 0.54825 16.31536 -20.31246
C 0.10505 17.66528 -20.60133
N 2.50097 14.37997 -19.67380
H 0.21095 13.46524 -21.94843
H 0.28870 13.33913 -20.24055
H 1.23508 12.26711 -21.11228
H 2.76270 14.13995 -21.72571
H 0.93803 15.80659 -22.31389
H 2.31914 16.45106 -21.43915
H -0.37685 17.54034 -21.57100
H 0.97148 18.31793 -20.70838
H -0.63032 18.00675 -19.87282
H 3.16323 15.14210 -19.69972
H 3.16526 13.62257 -19.60195
C 12.01202 26.21523 -21.33632
C 11.16969 27.48518 -21.71282
C 9.62331 27.37591 -21.57371
O 9.00761 26.29464 -22.32099
C 7.65259 26.18117 -22.13065
N 11.61423 28.57529 -20.84145
H 11.64641 25.29868 -21.79929
H 12.05300 26.03746 -20.26170
H 13.02294 26.28102 -21.73860
H 11.36588 27.88094 -22.70930
H 9.29377 28.33138 -21.98183
H 9.34892 27.36423 -20.51888
H 7.18310 25.45549 -22.79477
H 7.19246 27.15621 -22.29091
H 7.48483 26.08966 -21.05753
H 10.97726 28.71011 -20.06932
H 12.50370 28.42568 -20.38696
C 15.72828 27.28802 -11.18242
C 14.55881 26.46604 -10.62168
C 13.61876 25.87222 -11.69186
O 13.12627 26.96315 -12.46707
C 12.25225 26.65444 -13.50426
N 15.19468 25.40446 -9.90555
H 16.40528 26.74667 -11.84323
H 16.21073 27.80069 -10.35025
H 15.41339 28.11979 -11.81259
H 13.94970 27.09985 -9.97719
H 12.81145 25.37383 -11.15524
H 14.06430 25.14676 -12.37252
H 11.91989 27.55022 -14.02885
H 11.40222 26.13873 -13.05750
H 12.73455 25.98558 -14.21709
H 15.79922 24.94777 -10.57343
H 15.78693 25.71503 -9.14866
C 11.90045 12.84669 -7.98240
C 12.28050 13.93454 -6.96868
C 11.62946 15.36730 -7.11324
O 12.05016 15.90633 -8.30040
C 11.54996 17.22230 -8.57799
N 11.89511 13.37627 -5.70538
H 11.99925 13.29460 -8.97120
H 10.88712 12.48313 -7.81191
H 12.44354 11.90509 -7.90157
H 13.36906 13.93395 -6.91254
H 11.95036 15.95448 -6.25281
H 10.54025 15.33676 -7.14128
H 11.76141 18.02118 -7.86724
H 10.46147 17.27883 -8.56817
H 11.93194 17.58719 -9.53143
H 10.93389 13.08132 -5.80118
H 11.93482 14.07359 -4.97582
C 2.58709 13.57511 -10.70089
C 3.59625 12.87973 -11.66876
C 4.24122 11.62941 -11.03647
O 5.24283 11.01853 -11.88481
C 5.72276 9.75262 -11.32966
N 2.98061 12.50282 -12.90011
H 3.05857 13.86006 -9.76037
H 1.73546 12.92956 -10.48625
H 2.36767 14.56439 -11.10251
H 4.44478 13.52780 -11.88809
H 3.48142 10.97540 -10.60859
H 4.81823 11.94675 -10.16788
H 5.80709 9.70625 -10.24391
H 6.64170 9.52448 -11.86965
H 5.02987 8.95359 -11.59339
H 2.31609 11.79240 -12.62842
H 3.70988 11.89626 -13.24700
C 3.51510 27.52854 -16.86745
C 2.12076 27.26488 -16.20335
C 1.32473 26.37380 -17.16049
O 1.01718 27.19091 -18.27066
C -0.05061 26.72962 -19.10791
N 2.35587 26.64180 -14.90087
H 4.04108 26.57978 -16.97376
H 4.09587 28.27747 -16.32901
H 3.41494 27.96129 -17.86284
H 1.70020 28.26466 -16.09532
H 0.41185 26.05118 -16.65981
H 1.91443 25.49630 -17.42571
H -0.01033 25.65349 -19.27649
H -0.13918 27.36282 -19.99072
H -1.02122 26.87184 -18.63275
H 3.07916 27.19107 -14.45899
H 2.72856 25.70392 -14.94074
C 9.08542 11.39935 -19.04395
C 8.92418 11.17244 -17.54245
C 9.24537 12.37417 -16.64554
O 10.62388 12.76057 -16.75276
C 11.03278 13.86967 -15.93124
N 7.52041 10.85099 -17.33109
H 10.15447 11.43942 -19.25286
H 8.64328 12.34280 -19.36410
H 8.67775 10.57641 -19.63104
H 9.55957 10.40812 -17.09503
H 9.09089 12.11489 -15.59816
H 8.61577 13.20688 -16.95907
H 12.02321 14.26759 -16.15220
H 10.82334 13.80044 -14.86380
H 10.34944 14.67747 -16.19314
H 7.44733 10.36940 -16.44630
H 7.19573 10.16503 -17.99753
*
```

Values from the calculation:
HOMO-LUMO gap ... 2.0 eV
Maximum force ... 4.75 eV/A
HOMO level ... -7.81 eV
LUMO level ... -5.84 eV

---

(2)
Molecular formula: C10H18O6Rb
Method: DFT, ωB97M-V with the def2-TZVPD basis set

Structure (ORCA input):
```
! wB97M-V def2-TZVPD RIJCOSX def2/J DEFGRID3
* xyz 1 1
C 1.13398 -2.46072 -1.76027
C -0.16901 -1.76625 -1.98774
O -1.11497 -2.29963 -1.04448
C -2.27752 -1.49148 -0.93180
C -2.27708 -0.64148 0.29786
O -1.79111 -1.39005 1.37270
C -0.93939 -0.75312 2.32192
C 0.51445 -0.79366 1.95210
O 0.93658 0.18153 1.02661
C 0.95985 1.48996 1.52616
C 1.69992 2.43231 0.58691
C 0.95867 3.66601 0.16186
O 1.51831 3.93933 -1.12032
C 1.71147 2.72020 -1.65426
O 1.67430 2.43385 -2.85118
O 1.92765 1.81155 -0.68864
H 1.92351 -1.91699 -2.24407
H 1.11963 -3.47395 -2.12908
H 1.34528 -2.49369 -0.70594
H -0.51816 -1.94866 -2.99635
H -0.04013 -0.71977 -1.82793
H -3.12732 -2.15141 -0.90857
H -2.32271 -0.85313 -1.78035
H -3.29686 -0.33378 0.49339
H -1.69154 0.24516 0.10176
H -1.07059 -1.30317 3.23783
H -1.29080 0.25181 2.50500
H 1.14734 -0.76682 2.82931
H 0.66797 -1.74464 1.46995
H -0.04731 1.86494 1.67783
H 1.44374 1.50013 2.49481
H 2.66959 2.70190 0.96994
H 1.06303 4.51296 0.81170
H -0.08443 3.42155 0.01737
Rb -2.35631 -3.87080 -1.22403
*
```

Values from the calculation:
HOMO-LUMO gap ... 9.5 eV
Maximum force ... 12.50 eV/A
HOMO level ... -12.75 eV
LUMO level ... -3.27 eV

---

(3)
Molecular formula: C6H12O
Method: DFT, ωB97M-V with the def2-TZVPD basis set

Structure (ORCA input):
```
! wB97M-V def2-TZVPD RIJCOSX def2/J DEFGRID3
* xyz 0 1
C 1.81215 -0.99766 -0.05360
C 0.79061 -0.22049 -0.42879
C 0.18233 -0.33516 -1.75692
C 0.36625 0.68567 0.66309
C 0.51035 2.00329 0.43846
C 1.14376 2.61505 -0.80624
H 2.18792 -1.09854 0.97351
H 2.40280 -1.63630 -0.64558
H -0.87902 -0.29483 -1.70104
H 0.38409 -1.25102 -2.26200
H 0.57808 0.52969 -2.27952
H 0.47994 0.11872 1.63051
H 0.47541 2.57096 1.41703
H 0.50812 2.39541 -1.64951
H 1.06260 3.73915 -0.76649
H 2.12132 2.21356 -0.98140
O -4.62738 -3.51164 3.06021
H -5.08550 -4.40624 2.97206
H -4.41384 -3.11960 2.17623
*
```

Values from the calculation:
SMILES ... C=C(C)/C=C\C.O
HOMO-LUMO gap ... 9.4 eV
Maximum force ... 2.87 eV/A
HOMO level ... -8.57 eV
LUMO level ... 0.85 eV

---

(4)
Molecular formula: C4H6LiOSr
Method: DFT, ωB97M-V with the def2-TZVPD basis set

Structure (ORCA input):
```
! wB97M-V def2-TZVPD RIJCOSX def2/J DEFGRID3
* xyz 2 2
C 0.17384 0.97431 0.54267
C -0.05172 1.51551 -0.80663
H -0.78178 0.86681 1.07500
H 0.84888 1.58431 1.15836
H -0.81754 1.05696 -1.44132
H 0.19824 2.56244 -1.00598
Li 1.74076 0.47326 -1.75989
O -1.23571 -1.85112 0.26921
C 0.07055 -1.71850 0.29843
C 0.75923 -0.58005 0.50249
Sr -3.39752 -1.63087 0.60545
H 1.84847 -0.61347 0.45089
H 0.64430 -2.63958 0.11131
*
```

Values from the calculation:
HOMO-LUMO gap (alpha / beta) ... 6.9 / 6.9 eV
Maximum force ... 2.89 eV/A
HOMO level (alpha / beta) ... -15.31 / -15.35 eV
LUMO level (alpha / beta) ... -8.40 / -8.40 eV

---

(5)
Molecular formula: C4H4N2
Method: DFT, ωB97M-V with the def2-TZVPD basis set

Structure (ORCA input):
```
! wB97M-V def2-TZVPD RIJCOSX def2/J DEFGRID3
* xyz 0 1
C -0.76538 -0.46450 0.54551
C 0.38360 0.14795 0.97719
C 1.26898 0.53794 -0.03080
N 0.98524 0.50268 -1.32736
N -0.25287 0.19596 -1.71029
C -1.07952 -0.32365 -0.81182
H -1.35329 -1.06074 1.22931
H 0.60263 0.26893 2.03554
H 2.29079 0.76667 0.24365
H -2.08017 -0.57124 -1.15092
*
```

Values from the calculation:
SMILES ... c1ccnnc1
HOMO-LUMO gap ... 9.9 eV
Maximum force ... 0.58 eV/A
HOMO level ... -9.44 eV
LUMO level ... 0.42 eV

---

- Among the records above, which one has the highest maximum force?
  C10H18O6Rb

---

- Look up the maximum force of the fifth one.
  0.58 eV/A